Entry 1:
10
Properties=species:S:1:pos:R:3:forces:R:3:lowdin_charge:R:1 method="wB97M-V/def2-TZVPD" multiplicity=1 homo_energy_ev=-8.8 de_lowest_kcal_mol=79.15 lumo_ev=-1.74 homo_lumo_gap_ha=0.2598
C 1.1853 -0.7621 -0.1917 -1.84 0.51 -2.98 -0.2997
N -2.0175 0.1054 0.0064 0.34 1.27 -0.06 -0.3741
O -3.0195 0.8036 0.0253 0.96 -0.08 -0.21 -0.0534
O -2.0392 -1.0755 0.2635 0.58 -0.30 -0.08 -0.0576
Si 0.6467 1.0282 -0.1091 -0.91 -1.08 2.32 0.8719
H 0.1900 -1.1912 0.0007 0.06 -0.30 0.18 -0.0050
H 1.5354 -1.2511 -1.1202 -0.26 0.73 0.15 0.0440
H 1.8285 -1.0846 0.5368 1.56 -0.34 2.22 -0.0129
H 1.2421 2.2106 -0.8647 -0.71 -0.74 0.22 -0.0785
H 0.4482 1.2167 1.4531 0.21 0.34 -1.77 -0.0346


Entry 2:
14
Properties=species:S:1:pos:R:3:forces:R:3:lowdin_charge:R:1 method="wB97M-V/def2-TZVPD" multiplicity=1 homo_energy_ev=-10.0 de_lowest_kcal_mol=34.94 lumo_ev=0.85 smiles="CC(=O)N[C@@H]1CO1" homo_lumo_gap_ha=0.3992
C 1.9540 -0.9475 0.8350 0.02 -0.02 0.04 0.0001
C 0.8599 0.0121 0.4172 0.05 0.09 0.07 -0.5229
O 0.7981 1.1431 0.8626 0.06 -0.32 -0.14 0.0538
N -0.0437 -0.4740 -0.4961 0.00 0.00 0.04 0.1139
C -1.0598 0.3585 -1.0454 0.16 0.18 -0.09 -0.3215
C -1.9331 1.0862 -0.1379 0.00 0.25 0.15 -0.0902
O -2.4009 -0.0445 -0.8682 -0.12 -0.22 -0.04 -0.0140
H 1.9642 -0.9962 1.9263 0.00 -0.01 -0.13 0.0878
H 1.8460 -1.9556 0.4268 -0.03 0.14 0.03 0.0727
H 2.9139 -0.5326 0.5155 -0.12 -0.05 0.03 0.0881
H 0.0866 -1.3947 -0.8873 0.02 0.14 0.07 0.1431
H -0.8466 0.7617 -2.0350 -0.04 -0.06 0.12 0.1550
H -1.8145 0.9294 0.9309 0.00 0.03 -0.18 0.1169
H -2.3241 2.0540 -0.4443 -0.02 -0.17 0.02 0.1171


Entry 3:
14
Properties=species:S:1:pos:R:3:forces:R:3:lowdin_charge:R:1 method="wB97M-V/def2-TZVPD" multiplicity=1 homo_energy_ev=-9.4 de_lowest_kcal_mol=34.11 lumo_ev=1.05 smiles=NC[C@@H]1C[C@H]1F homo_lumo_gap_ha=0.3828
N -1.6640 0.1580 -0.6655 0.37 2.34 0.69 -0.0341
C -0.9855 -0.7354 0.2377 0.18 -2.31 0.23 -0.3024
C 0.4664 -0.4014 0.5549 1.10 1.02 0.19 -0.2296
C 0.9583 1.0501 0.2728 -0.49 0.34 1.73 -0.0647
C 1.4693 -0.0738 -0.5208 -0.82 -0.85 -1.58 -0.3095
F 2.7960 -0.4442 -0.3663 -0.77 0.00 0.00 -0.0098
H -2.5885 -0.1508 -0.9957 0.74 0.31 0.69 0.0800
H -1.6827 1.0991 -0.1537 -0.76 -1.74 -1.41 0.0993
H -1.5141 -0.7997 1.2485 0.53 -0.50 -1.24 0.1207
H -0.8703 -1.7324 -0.3178 -0.84 0.90 1.16 0.1330
H 0.9007 -0.9363 1.4185 -0.37 0.51 -0.45 0.1438
H 1.5053 1.6278 1.0821 -0.41 -1.02 -1.41 0.1324
H 0.1498 1.5789 -0.2146 0.47 0.49 -0.10 0.0705
H 1.0594 -0.2398 -1.5801 1.07 0.52 1.48 0.1702


Entry 4:
12
Properties=species:S:1:pos:R:3:forces:R:3:lowdin_charge:R:1 method="wB97M-V/def2-TZVPD" multiplicity=1 homo_energy_ev=-9.5 de_lowest_kcal_mol=71.44 lumo_ev=1.08 smiles="CC1(C)C=N1" homo_lumo_gap_ha=0.3879
C -0.5407 1.2633 0.8912 1.76 -4.13 -1.73 -0.0078
C 0.2163 0.0247 -0.0757 -2.09 2.65 0.38 -0.4637
C -0.3684 -1.3991 -0.0454 2.11 0.34 0.84 -0.0590
C 0.9688 0.3936 -1.2527 0.73 0.08 1.11 -0.1272
N 1.7292 0.1950 -0.2622 -0.93 -0.59 -0.32 0.1556
H -0.4332 0.8895 1.9798 -0.43 1.09 -1.82 0.0864
H -1.5278 1.1938 0.4166 -0.07 0.56 0.91 0.0489
H 0.0234 2.1372 0.5711 -0.27 0.17 0.67 0.0434
H 0.1856 -1.9306 -0.8538 -0.55 -0.13 0.89 0.0804
H -1.4197 -1.6900 -0.0259 -0.06 0.94 -0.33 0.0701
H 0.0245 -1.6157 0.9537 -0.04 -1.35 -0.09 0.0731
H 1.1421 0.5384 -2.2967 -0.15 0.36 -0.51 0.0998


Entry 5:
10
Properties=species:S:1:pos:R:3:forces:R:3:lowdin_charge:R:1 method="wB97M-V/def2-TZVPD" multiplicity=1 homo_energy_ev=-9.4 de_lowest_kcal_mol=22.72 lumo_ev=0.58 smiles=SC(S)CCl homo_lumo_gap_ha=0.3683
S 0.8946 1.5042 1.3351 -1.52 0.05 -0.92 0.6549
C 0.6488 0.0910 0.1581 -0.81 0.09 3.17 -1.0968
S 0.4961 -1.3525 1.3057 0.40 -1.15 -2.64 0.6185
C -0.4717 0.0992 -0.7937 -1.59 -1.01 -1.25 -0.6593
Cl -2.1734 -0.1266 -0.1254 0.96 0.40 -0.15 0.4847
H -0.4364 1.8146 1.2009 0.76 0.13 0.46 -0.1227
H 1.5063 0.1072 -0.4264 1.80 -0.47 -0.91 0.0313
H 0.3789 -2.2770 0.1784 0.15 1.08 1.96 -0.0627
H -0.5376 0.9768 -1.4417 0.21 -0.16 0.15 0.0783
H -0.3056 -0.8370 -1.3910 -0.37 1.04 0.14 0.0738


Entry 6:
14
Properties=species:S:1:pos:R:3:forces:R:3:lowdin_charge:R:1 method="wB97M-V/def2-TZVPD" multiplicity=1 homo_energy_ev=-8.0 de_lowest_kcal_mol=99.88 lumo_ev=-0.30 homo_lumo_gap_ha=0.2842
C -0.7711 -1.3661 1.1581 -0.18 -0.20 0.38 0.1447
C -0.5132 0.2307 -0.4802 -0.08 0.10 -0.18 -0.1140
C -0.8971 1.5883 -0.2646 -0.09 0.00 -0.04 -0.3427
O -2.0291 2.0324 -0.4048 0.27 0.01 0.07 -0.0186
C 0.8294 -0.2382 -0.3475 0.09 0.00 -0.04 -0.5246
O 0.9792 -1.3128 0.3018 0.11 0.18 -0.18 -0.0046
N 1.8858 0.4073 -0.8712 0.00 -0.04 -0.02 0.1967
H -0.5347 -0.6968 1.9753 0.08 -0.13 -0.09 0.0702
H -1.8085 -1.2752 0.8466 0.26 0.08 -0.21 0.0543
H -0.4788 -2.3998 1.2995 -0.04 0.09 0.07 0.0567
H -1.1496 -0.4177 -1.0723 -0.05 0.04 0.08 0.1266
H -0.0767 2.2356 0.1339 -0.19 0.02 -0.06 0.1183
H 1.7360 1.1348 -1.5510 0.02 -0.12 0.14 0.1177
H 2.8282 0.0775 -0.7235 -0.21 -0.02 0.08 0.1191


Entry 7:
88
Properties=species:S:1:pos:R:3:forces:R:3:lowdin_charge:R:1 method="wB97M-V/def2-TZVPD" multiplicity=1 homo_energy_ev=-7.8 lumo_ev=0.23 homo_lumo_gap_ha=0.2969
C -3.4221 2.6005 0.2445 -0.60 0.06 0.29 -0.1133
O -2.5702 1.8395 1.1153 -0.45 0.59 -0.26 -0.1465
H -3.8395 3.4933 0.7264 0.33 -0.01 0.19 0.0815
H -2.8702 2.9417 -0.6266 0.09 -0.32 -0.07 0.0846
H -4.2850 1.9861 -0.0214 0.20 0.04 -0.49 0.0649
H -3.1527 1.6132 1.8471 0.43 -0.34 0.20 0.0951
C -0.3034 0.0296 -0.5653 0.27 -0.26 1.04 -0.1127
O 0.0143 1.2231 0.1694 -0.03 0.21 -0.70 -0.1758
H 0.6389 -0.4315 -0.8674 -0.03 0.13 -0.31 0.0666
H -0.7456 -0.6645 0.1539 -0.42 -0.17 -0.42 0.0712
H -0.9533 0.2207 -1.4161 0.01 -0.08 -0.04 0.0838
H -0.8348 1.6116 0.4293 0.07 -0.04 0.36 0.0393
C 3.3402 1.9448 0.9972 -0.11 0.34 -0.29 -0.1374
O 2.7003 0.7356 0.6433 -0.14 -0.29 0.13 -0.1432
H 3.6766 2.4353 0.0846 0.41 0.07 0.11 0.0510
H 2.6864 2.6604 1.5055 -0.18 -0.22 0.10 0.0784
H 4.1887 1.7595 1.6513 0.02 -0.23 -0.06 0.0860
H 1.7853 0.9341 0.3767 0.14 0.17 0.34 0.0236
C 1.7226 -4.2682 -2.7512 0.46 0.02 -0.29 -0.1420
O 1.5137 -3.1438 -1.9085 0.09 -0.29 -0.18 -0.1749
H 2.3721 -5.0067 -2.2747 -0.15 -0.08 0.08 0.0815
H 0.7803 -4.7335 -3.0417 -0.10 0.04 0.27 0.0805
H 2.2203 -3.9601 -3.6787 -0.04 0.00 0.01 0.0806
H 2.2586 -2.5292 -2.1046 -0.54 0.15 0.12 0.0256
C -0.9789 -2.3291 -4.0844 -0.47 -0.41 0.33 -0.1594
O -0.9880 -2.2833 -2.6687 -0.54 0.28 0.07 -0.1570
H 0.0352 -2.4152 -4.4711 -0.05 0.18 -0.23 0.0652
H -1.5990 -3.1611 -4.4433 0.32 -0.22 0.02 0.0827
H -1.5069 -1.4476 -4.4603 0.50 0.25 -0.09 0.0716
H -0.1780 -2.6573 -2.2788 0.28 0.09 -0.25 0.0323
C 1.8917 4.1194 -1.0910 -1.42 -0.63 0.20 -0.1566
O 1.3546 4.4847 -2.3602 0.39 0.12 -0.23 -0.1190
H 1.1839 3.4235 -0.6239 0.17 0.01 0.22 0.0635
H 2.7990 3.5405 -1.2093 0.32 0.49 -0.20 0.0434
H 1.9752 4.9739 -0.4175 0.43 0.06 -0.16 0.0886
H 0.4082 4.3333 -2.3426 -0.02 0.07 0.04 0.0712
C -2.4897 -1.8639 2.7646 -0.39 0.30 -0.54 -0.1265
O -2.7379 -1.8886 1.3496 0.20 -0.13 0.24 -0.1474
H -2.0557 -0.8910 2.9870 0.14 -0.08 0.08 0.0598
H -3.4482 -1.9371 3.2846 0.16 -0.15 0.27 0.0781
H -1.8010 -2.6565 3.0575 -0.01 0.05 0.15 0.0740
H -3.0375 -2.7789 1.1426 -0.03 0.06 -0.19 0.0780
C -0.4800 3.9132 2.6634 0.27 0.35 -0.03 -0.1728
O -0.5245 5.0692 3.4983 -0.15 -0.24 0.11 -0.1111
H -1.1291 3.1082 2.9985 -0.20 0.08 -0.03 0.0513
H -0.7292 4.1890 1.6350 0.02 -0.16 -0.07 0.0757
H 0.5393 3.5336 2.7182 0.01 0.02 -0.18 0.0746
H -1.4388 5.2185 3.7528 0.02 0.08 -0.01 0.0730
N -3.8028 -0.9413 -2.7335 -0.11 0.29 -0.11 0.0310
C -4.2517 -0.5205 -1.5130 0.41 -0.41 0.22 -0.1435
C -5.5527 -0.1199 -1.6438 -0.01 -0.14 -0.28 -0.1194
C -5.9013 -0.2978 -3.0173 -0.06 0.43 0.61 -0.1150
C -4.7928 -0.7808 -3.6602 -0.52 -0.11 -0.19 -0.1452
H -2.8793 -1.3092 -2.8883 0.04 -0.10 0.12 0.0898
H -3.5967 -0.6318 -0.6613 -0.14 0.13 0.11 0.0918
H -6.2065 0.2150 -0.8556 0.04 0.05 0.02 0.0866
H -6.8669 -0.0320 -3.4149 0.09 -0.16 -0.31 0.0864
H -4.7054 -1.0427 -4.7012 0.32 -0.06 0.04 0.1026
N 2.5907 -2.1240 1.7155 -1.18 0.69 0.43 0.0348
C 3.2520 -2.5498 2.8324 0.28 -0.18 -0.19 -0.1460
C 2.5530 -3.6031 3.3717 0.14 0.08 -0.28 -0.1146
C 1.3723 -3.7685 2.5847 0.12 0.34 0.68 -0.1111
C 1.3737 -2.7615 1.6518 0.33 -0.78 -0.58 -0.1552
H 2.7390 -1.2540 1.2160 0.34 0.10 0.18 0.1123
H 4.1432 -2.0433 3.1631 0.12 -0.18 -0.07 0.1103
H 2.8824 -4.2098 4.1987 -0.09 0.03 0.07 0.0883
H 0.6210 -4.5182 2.7693 -0.15 0.10 -0.16 0.0888
H 0.6457 -2.5156 0.8966 0.11 -0.06 -0.13 0.0988
N 0.7955 -0.6154 4.1305 -0.18 0.00 0.01 0.0319
C 0.8231 -0.5951 5.5007 -0.24 0.06 -0.46 -0.1211
C 0.3312 0.6280 5.8879 0.56 0.22 0.52 -0.1151
C 0.0987 1.3960 4.7279 -0.80 -0.54 -0.27 -0.1147
C 0.3033 0.5624 3.6477 0.25 0.21 0.18 -0.1373
H 1.1173 -1.3724 3.5478 -0.10 -0.16 0.09 0.0869
H 1.1659 -1.4630 6.0359 0.00 0.07 0.15 0.1045
H 0.1753 1.0079 6.8855 0.19 -0.24 0.09 0.0883
H -0.3024 2.3911 4.7263 0.01 0.08 -0.04 0.0690
H 0.0686 0.6728 2.6006 0.35 0.16 -0.06 0.0940
C 3.7009 0.0904 -5.0058 0.65 0.26 0.05 -0.2598
S 2.4251 -0.2949 -3.8174 -0.10 -0.47 -0.20 0.8625
O 3.0872 -1.2078 -2.8153 0.05 0.71 -0.13 -0.5299
C 2.2047 1.3283 -3.0897 0.29 -0.17 1.01 -0.2470
H 4.5860 0.5275 -4.5365 -0.25 0.12 0.30 0.0637
H 3.3183 0.7892 -5.7485 -0.09 -0.16 -0.11 0.0582
H 4.0567 -0.8402 -5.4443 -0.41 -0.06 -0.19 0.0544
H 1.7357 2.0574 -3.7446 0.11 -0.13 -0.25 0.0645
H 3.1444 1.6886 -2.6671 0.12 0.03 -0.33 0.0654
H 1.5615 1.1691 -2.2218 -0.18 -0.04 -0.15 0.0288


Entry 8:
16
Properties=species:S:1:pos:R:3:forces:R:3:lowdin_charge:R:1 method="wB97M-V/def2-TZVPD" multiplicity=1 homo_energy_ev=-3.2 charge=-1 de_lowest_kcal_mol=74.49 lumo_ev=3.97 homo_lumo_gap_ha=0.2630
O 0.9243 -0.9800 2.8214 -0.17 0.50 -0.08 -0.0077
C 0.9976 -1.0552 1.6131 0.68 -1.45 -0.99 -0.3208
C 0.5575 -0.1564 0.5401 0.72 1.35 1.37 -0.2591
C -0.1056 -0.7775 -0.6381 -0.35 1.32 -2.10 -0.1861
C 0.1143 0.3827 -1.8411 2.65 -1.33 -0.23 -0.4649
O 0.8721 1.4029 -1.4177 -0.35 0.41 0.10 -0.3592
H 1.4480 -1.9892 1.1588 0.05 0.16 0.36 0.1118
H 1.3935 0.5379 0.0499 -1.01 -0.90 0.52 0.1529
H -0.0619 0.6105 1.0412 0.47 -0.34 -0.47 0.0827
H 0.3086 -1.6795 -1.1157 0.14 0.09 0.92 0.0861
H -1.1625 -0.9103 -0.5112 -0.69 -0.32 0.27 0.0678
H 0.7299 -0.2515 -2.5870 -0.72 0.39 0.12 0.0704
H -0.7705 0.6735 -2.3993 -0.97 -0.07 0.28 0.0608
H -1.4471 2.0106 0.7392 -0.24 0.11 0.01 0.0383
H -1.7050 0.6428 1.2587 -0.58 0.49 0.18 0.0143
O -2.0932 1.5387 1.2878 0.37 -0.41 -0.25 -0.0874


Repeat the third record exactly.
14
Properties=species:S:1:pos:R:3:forces:R:3:lowdin_charge:R:1 method="wB97M-V/def2-TZVPD" multiplicity=1 homo_energy_ev=-9.4 de_lowest_kcal_mol=34.11 lumo_ev=1.05 smiles=NC[C@@H]1C[C@H]1F homo_lumo_gap_ha=0.3828
N -1.6640 0.1580 -0.6655 0.37 2.34 0.69 -0.0341
C -0.9855 -0.7354 0.2377 0.18 -2.31 0.23 -0.3024
C 0.4664 -0.4014 0.5549 1.10 1.02 0.19 -0.2296
C 0.9583 1.0501 0.2728 -0.49 0.34 1.73 -0.0647
C 1.4693 -0.0738 -0.5208 -0.82 -0.85 -1.58 -0.3095
F 2.7960 -0.4442 -0.3663 -0.77 0.00 0.00 -0.0098
H -2.5885 -0.1508 -0.9957 0.74 0.31 0.69 0.0800
H -1.6827 1.0991 -0.1537 -0.76 -1.74 -1.41 0.0993
H -1.5141 -0.7997 1.2485 0.53 -0.50 -1.24 0.1207
H -0.8703 -1.7324 -0.3178 -0.84 0.90 1.16 0.1330
H 0.9007 -0.9363 1.4185 -0.37 0.51 -0.45 0.1438
H 1.5053 1.6278 1.0821 -0.41 -1.02 -1.41 0.1324
H 0.1498 1.5789 -0.2146 0.47 0.49 -0.10 0.0705
H 1.0594 -0.2398 -1.5801 1.07 0.52 1.48 0.1702


Repeat the fifth record exactly.
10
Properties=species:S:1:pos:R:3:forces:R:3:lowdin_charge:R:1 method="wB97M-V/def2-TZVPD" multiplicity=1 homo_energy_ev=-9.4 de_lowest_kcal_mol=22.72 lumo_ev=0.58 smiles=SC(S)CCl homo_lumo_gap_ha=0.3683
S 0.8946 1.5042 1.3351 -1.52 0.05 -0.92 0.6549
C 0.6488 0.0910 0.1581 -0.81 0.09 3.17 -1.0968
S 0.4961 -1.3525 1.3057 0.40 -1.15 -2.64 0.6185
C -0.4717 0.0992 -0.7937 -1.59 -1.01 -1.25 -0.6593
Cl -2.1734 -0.1266 -0.1254 0.96 0.40 -0.15 0.4847
H -0.4364 1.8146 1.2009 0.76 0.13 0.46 -0.1227
H 1.5063 0.1072 -0.4264 1.80 -0.47 -0.91 0.0313
H 0.3789 -2.2770 0.1784 0.15 1.08 1.96 -0.0627
H -0.5376 0.9768 -1.4417 0.21 -0.16 0.15 0.0783
H -0.3056 -0.8370 -1.3910 -0.37 1.04 0.14 0.0738


Repeat the second record exactly.
14
Properties=species:S:1:pos:R:3:forces:R:3:lowdin_charge:R:1 method="wB97M-V/def2-TZVPD" multiplicity=1 homo_energy_ev=-10.0 de_lowest_kcal_mol=34.94 lumo_ev=0.85 smiles="CC(=O)N[C@@H]1CO1" homo_lumo_gap_ha=0.3992
C 1.9540 -0.9475 0.8350 0.02 -0.02 0.04 0.0001
C 0.8599 0.0121 0.4172 0.05 0.09 0.07 -0.5229
O 0.7981 1.1431 0.8626 0.06 -0.32 -0.14 0.0538
N -0.0437 -0.4740 -0.4961 0.00 0.00 0.04 0.1139
C -1.0598 0.3585 -1.0454 0.16 0.18 -0.09 -0.3215
C -1.9331 1.0862 -0.1379 0.00 0.25 0.15 -0.0902
O -2.4009 -0.0445 -0.8682 -0.12 -0.22 -0.04 -0.0140
H 1.9642 -0.9962 1.9263 0.00 -0.01 -0.13 0.0878
H 1.8460 -1.9556 0.4268 -0.03 0.14 0.03 0.0727
H 2.9139 -0.5326 0.5155 -0.12 -0.05 0.03 0.0881
H 0.0866 -1.3947 -0.8873 0.02 0.14 0.07 0.1431
H -0.8466 0.7617 -2.0350 -0.04 -0.06 0.12 0.1550
H -1.8145 0.9294 0.9309 0.00 0.03 -0.18 0.1169
H -2.3241 2.0540 -0.4443 -0.02 -0.17 0.02 0.1171